No. 1
Density functional theory data (ωB97M-V/def2-TZVPD) for C49H40CrN9O4S3 as an isolated structure.

Structure (XYZ):
```
106
Properties=species:S:1:pos:R:3:mulliken_charge:R:1
Cr -2.21169 1.09443 0.26442 0.197
O -1.50128 0.94015 2.13821 -0.015
C -1.17613 1.85868 2.90929 -0.010
C -1.23956 3.24889 2.63998 0.956
C -0.62287 4.13543 3.53592 -0.216
C -0.62405 5.47072 3.27160 -0.810
C -1.28270 5.98662 2.14023 -0.490
C -1.93109 5.14603 1.28276 -0.890
C -1.91889 3.74379 1.48855 -0.183
O -2.54504 2.96848 0.67124 -0.512
N 0.09631 6.37776 4.16528 1.058
O 0.09720 7.55863 3.88273 -0.616
O 0.62402 5.89692 5.15156 -0.618
H -0.79653 1.56756 3.89634 0.377
H -0.12914 3.77169 4.42860 0.590
H -1.26171 7.05532 1.97611 0.562
H -2.46214 5.51951 0.41725 0.551
N -0.40389 1.49661 -0.41351 0.690
S 1.04090 1.36813 -0.31659 1.215
N 1.69854 -0.01762 0.32791 0.445
S 1.64717 -1.38311 -0.38328 0.853
N 0.34516 -1.88279 -1.04947 0.293
S -1.15203 -1.98307 -0.37386 1.295
N -1.94990 -0.77237 -0.22295 -0.145
C -1.88949 -3.14811 -1.49909 -0.187
C -1.17282 -3.79809 -2.49376 0.059
C -1.83240 -4.71320 -3.30355 -0.891
C -3.18055 -4.97317 -3.10293 -0.557
C -3.88512 -4.31087 -2.10485 -0.758
C -3.24221 -3.38935 -1.29628 -0.425
C -0.96825 -2.94604 1.12004 -0.022
C -0.87110 -2.23997 2.31005 -0.030
C -0.71089 -2.94519 3.49250 -0.845
C -0.65304 -4.33334 3.47313 -0.669
C -0.75706 -5.02428 2.27306 -0.849
C -0.91440 -4.33360 1.08143 -0.490
C 2.85207 -1.53679 -1.68674 0.674
C 2.47876 -1.87708 -2.97509 -0.005
C 3.47367 -2.05926 -3.92623 -1.058
C 4.80715 -1.90396 -3.57780 -0.639
C 5.16106 -1.54500 -2.28075 -0.857
C 4.18192 -1.35958 -1.32349 -1.134
C 2.30255 -2.51470 0.81783 0.637
C 2.80388 -2.07403 2.02941 -0.141
C 3.39424 -3.00137 2.87534 -0.795
C 3.47584 -4.33431 2.49827 -0.679
C 2.96199 -4.75935 1.27646 -0.819
C 2.37067 -3.84632 0.42264 -0.940
C 1.96981 2.54627 0.65199 0.324
C 2.03719 3.84829 0.17898 -0.301
C 2.73762 4.79302 0.91322 -0.933
C 3.35238 4.43372 2.10504 -0.570
C 3.25153 3.13265 2.58326 -0.866
C 2.55592 2.17824 1.85772 -0.320
C 1.78320 1.49925 -1.93298 -0.059
C 0.94147 1.31367 -3.01648 -0.216
C 1.48334 1.33874 -4.29238 -0.774
C 2.84653 1.54581 -4.46325 -0.692
C 3.67831 1.73056 -3.36473 -0.842
C 3.14905 1.70471 -2.08414 -0.687
H -0.12218 -3.59101 -2.62026 0.286
H -1.28932 -5.22281 -4.08799 0.478
H -3.68637 -5.70002 -3.72570 0.427
H -4.93832 -4.51226 -1.95678 0.447
H -3.77446 -2.85573 -0.51649 0.504
H -0.94433 -1.15987 2.29752 0.319
H -0.63866 -2.41268 4.43225 0.529
H -0.53101 -4.88245 4.39817 0.457
H -0.72309 -6.10640 2.26417 0.480
H -0.99808 -4.86782 0.14361 0.509
H 1.43287 -1.97978 -3.22702 0.586
H 3.20240 -2.32390 -4.94007 0.512
H 5.57826 -2.06518 -4.31993 0.460
H 6.20225 -1.41588 -2.01734 0.483
H 4.44193 -1.08483 -0.30740 0.517
H 2.73706 -1.02649 2.29278 0.355
H 3.79801 -2.68162 3.82704 0.513
H 3.94436 -5.05276 3.15888 0.441
H 3.03091 -5.79987 0.98713 0.509
H 1.97280 -4.15191 -0.53904 0.415
H 1.55788 4.12220 -0.75462 0.548
H 2.80726 5.81010 0.55114 0.483
H 3.90339 5.17188 2.67372 0.475
H 3.71889 2.86500 3.52203 0.490
H 2.47140 1.16049 2.21024 0.338
H -0.11557 1.15668 -2.83765 0.348
H 0.84343 1.20317 -5.15496 0.518
H 3.26553 1.56895 -5.46179 0.442
H 4.73852 1.89757 -3.50798 0.493
H 3.78180 1.85282 -1.21658 0.564
N -5.20691 2.12847 -2.29829 -0.056
C -4.23479 2.58127 -3.16216 -0.867
C -3.04433 2.24682 -2.59445 -0.431
N -3.28100 1.58818 -1.41891 0.813
C -4.59010 1.53918 -1.26038 -0.105
C -5.07123 0.93605 -0.03734 -0.249
N -4.15435 0.58616 0.84484 1.062
C -4.80794 -0.02396 1.88138 -0.632
C -6.14396 -0.02700 1.62100 -0.827
N -6.29327 0.57505 0.39099 -0.094
H -6.19779 2.24337 -2.42635 0.176
H -4.47248 3.08733 -4.08112 0.417
H -2.04456 2.43899 -2.94490 0.478
H -4.28475 -0.40746 2.74167 0.551
H -6.98008 -0.40513 2.18296 0.436
H -7.17342 0.73273 -0.07022 0.181
```

Results
- Net charge: +2
- Relative energy (zero: lowest compared OMol25 entry of this formula, charge and spin): 20.1 kcal per mole
- E_HOMO (spin up / spin down): -12.818 / -12.729 eV
- Calculated total energy: -4923.339340 Ha
- 2S+1: 2

=====

No. 2
Density functional theory data (ωB97M-V/def2-TZVPD) for a 2-piece molecular cluster, C2H2N5S overall in a non-equilibrium geometry.

Structure (XYZ):
```
10
Properties=species:S:1:pos:R:3:mulliken_charge:R:1
C -0.75149 -0.59575 -0.06225 0.243
C 1.94736 -0.91529 0.00644 0.083
N -0.80287 0.73925 -0.27439 -0.002
N -1.98101 -0.99702 0.19936 -0.311
N -2.18057 1.22520 0.02461 -0.233
N -2.79484 0.13612 0.24691 -0.175
N 2.06177 0.30080 0.05948 -0.579
S 2.34749 -2.28972 -0.67341 -0.511
H 0.01020 1.32816 -0.32840 0.296
H 2.14396 1.06824 0.80165 0.188
```

Results
- Net charge: -1
- E_HOMO (spin up / spin down): -0.649 / -4.022 eV
- Calculated total energy: -749.202185 Ha
- 2S+1: 3

=====

No. 3
Density functional theory data (ωB97M-V/def2-TZVPD) for one molecule with the formula C5H6 in a non-equilibrium geometry.

Structure (XYZ):
```
11
Properties=species:S:1:pos:R:3:mulliken_charge:R:1
C -2.66082 -0.34742 -0.16416 0.059
C -1.54579 0.03088 0.05156 -0.502
C -0.23443 0.71822 0.17409 -0.424
C 0.86236 -0.29450 0.42651 -0.101
C 2.00603 -0.23658 -0.27506 -0.702
H -3.62815 -0.80403 -0.40459 0.390
H 0.08361 1.30570 -0.69910 0.265
H -0.28475 1.30714 1.03296 0.254
H 0.56488 -1.16403 1.07758 0.288
H 2.70810 -1.09948 -0.26504 0.238
H 2.12897 0.58410 -0.95476 0.234
```

Results
- SMILES: C#CCC=C
- Relative energy (zero: lowest compared OMol25 entry of this formula, charge and spin): 44.7 kcal per mole
- E_HOMO: -9.790 eV
- Calculated total energy: -194.009317 Ha

=====

No. 4
Density functional theory data (ωB97M-V/def2-TZVPD) for a 8-piece molecular cluster, C58H126F9N5O9 overall in a non-equilibrium geometry.

Structure (XYZ):
```
207
Properties=species:S:1:pos:R:3:mulliken_charge:R:1
C 13.71005 25.60703 -4.39680 -0.678
C 14.44705 25.20399 -5.67934 0.160
C 13.95920 25.82540 -6.98942 0.484
C 14.26414 27.31921 -7.12433 -1.667
N 13.34639 27.95512 -8.14536 0.935
C 13.67385 29.46758 -8.15806 -0.646
C 12.36633 30.18844 -8.43225 -0.811
C 11.35040 29.36143 -7.63578 -0.802
C 11.92516 27.95569 -7.57740 -0.048
C 13.32969 27.34689 -9.54139 -0.570
C 14.70053 27.34655 -10.16259 -0.276
C 14.79725 26.80246 -11.58391 -1.510
H 13.86969 26.62136 -4.02101 0.421
H 14.12935 25.01986 -3.56650 0.105
H 12.65792 25.32667 -4.32717 -0.149
H 14.36405 24.13414 -5.85311 -0.147
H 15.43761 25.62299 -5.47625 0.115
H 12.89037 25.62050 -7.05212 -0.711
H 14.36920 25.36357 -7.89171 0.484
H 15.27177 27.67660 -7.33967 0.548
H 14.02613 27.79461 -6.16990 0.599
H 14.36881 29.65239 -8.97232 0.246
H 14.12684 29.76421 -7.21517 0.540
H 12.18382 30.14562 -9.50312 0.386
H 12.43894 31.17547 -7.98261 0.400
H 10.44585 29.46533 -8.23442 0.352
H 11.23459 29.84326 -6.66904 0.468
H 11.25778 27.15452 -7.89887 0.368
H 11.98121 27.78096 -6.50108 -0.330
H 12.51434 27.82214 -10.08511 0.571
H 12.94165 26.35388 -9.30134 0.321
H 15.40785 26.78456 -9.54169 0.249
H 15.15576 28.33574 -10.07492 0.243
H 14.17916 27.34254 -12.30278 0.361
H 14.40022 25.78581 -11.65047 0.349
H 15.82191 26.75603 -11.94317 0.395
C 23.00833 24.23238 -1.92613 -1.392
C 21.93308 24.79134 -1.01776 -0.450
C 20.75187 25.29809 -1.87244 -0.422
C 19.66747 25.82220 -0.94485 -0.885
N 18.55514 26.66411 -1.53812 0.702
C 17.88047 25.99013 -2.74825 -1.096
C 17.29641 27.20406 -3.47027 0.330
C 18.06834 28.46593 -3.10470 -1.069
C 19.16184 27.88375 -2.21452 -0.551
C 17.60663 27.09183 -0.46942 -0.919
C 16.58833 26.06382 0.02215 0.516
C 15.67156 26.61908 1.11953 -1.020
H 23.87449 23.84490 -1.38547 0.395
H 23.36283 24.90833 -2.70475 0.362
H 22.69846 23.32644 -2.45855 0.354
H 22.31107 25.57118 -0.35310 0.406
H 21.58544 24.01690 -0.32671 0.293
H 20.41716 24.48983 -2.52213 0.402
H 21.18992 26.07424 -2.50070 0.216
H 20.14732 26.48367 -0.22117 0.292
H 19.16733 25.01856 -0.40628 0.488
H 17.13443 25.23753 -2.50696 0.493
H 18.67455 25.49145 -3.29494 0.458
H 16.21995 27.33043 -3.37385 -0.181
H 17.46421 26.99674 -4.53257 0.454
H 17.39849 29.19134 -2.64886 0.389
H 18.53030 28.93673 -3.96860 0.390
H 19.55820 28.54002 -1.43936 0.412
H 20.00211 27.60117 -2.83972 0.293
H 17.03587 27.94212 -0.84255 0.279
H 18.21675 27.42649 0.36909 0.275
H 17.12210 25.16889 0.36219 0.061
H 15.96638 25.64303 -0.77267 0.102
H 14.94291 25.85057 1.35999 0.066
H 15.21084 27.56801 0.84727 0.429
H 16.25464 26.85895 2.01224 0.380
C 18.96006 20.61145 3.16034 -1.208
C 17.75865 21.00222 4.01711 -0.457
N 16.45261 20.89901 3.23279 0.788
C 16.43503 21.88506 2.11764 -1.102
C 16.24830 19.50810 2.65338 -0.728
C 16.48633 18.41557 3.67019 -1.497
C 15.32303 21.21624 4.19082 -0.784
C 15.27664 22.61179 4.73989 -0.771
O 14.52281 23.47308 3.91556 -0.030
C 14.54620 24.81460 4.32003 -0.903
H 19.88812 20.70839 3.72310 0.440
H 19.01840 21.22729 2.26850 0.296
H 18.92330 19.54985 2.92168 0.252
H 17.87735 22.03312 4.34155 0.433
H 17.61165 20.39402 4.90517 0.488
H 16.47252 22.91719 2.45734 0.548
H 15.48606 21.68178 1.61787 0.015
H 17.19412 21.77381 1.34653 0.430
H 17.02925 19.47872 1.89882 0.662
H 15.23202 19.47893 2.26789 0.354
H 16.16628 17.44971 3.27986 0.394
H 15.98996 18.49551 4.63878 0.352
H 17.54413 18.28513 3.90433 0.352
H 15.38109 20.55142 5.05048 0.415
H 14.41750 20.94934 3.64636 0.528
H 16.28192 23.02998 4.89477 0.328
H 14.83996 22.66649 5.74391 0.582
H 14.16811 24.96975 5.33782 0.379
H 13.85056 25.36950 3.69160 0.227
H 15.53065 25.29052 4.24734 0.302
C 9.54148 22.74422 2.83553 -1.100
C 9.17803 24.08540 2.21987 -0.073
N 7.71908 24.44354 2.08862 0.412
C 7.02050 24.17817 3.37575 -1.088
C 7.65545 25.91853 1.81765 -0.520
C 8.14098 26.36839 0.42495 -0.866
C 7.10433 23.65105 0.94985 -0.197
C 5.61131 23.74924 0.79943 -1.016
O 5.26658 25.05680 0.40443 -0.172
C 3.95970 25.11805 -0.16056 -0.841
H 8.82917 21.99164 2.50039 0.293
H 9.54356 22.75599 3.92683 0.430
H 10.55149 22.48153 2.53197 0.149
H 9.63136 24.30736 1.25665 -0.141
H 9.56509 24.87186 2.87548 0.360
H 6.13497 24.80651 3.44997 0.450
H 7.71286 24.46692 4.16363 0.386
H 6.68928 23.15589 3.53709 0.345
H 8.25952 26.49913 2.51419 0.601
H 6.62507 26.21445 1.99046 0.438
H 9.00092 25.81818 0.03360 -0.038
H 8.38363 27.42560 0.47146 0.498
H 7.38870 26.14769 -0.33192 0.255
H 7.45277 22.63820 1.15011 0.551
H 7.61179 23.94730 0.03388 -0.140
H 5.03011 23.55306 1.71401 0.430
H 5.28457 22.93848 0.13807 0.573
H 3.89719 24.42283 -0.99716 0.344
H 3.74398 26.12721 -0.49995 0.247
H 3.22919 24.89144 0.62126 0.316
C 11.30587 20.65935 -4.59882 -1.041
C 12.40436 19.62654 -4.75451 0.011
N 13.45274 19.92544 -5.78276 0.563
C 12.82853 20.19769 -7.12952 -1.226
C 14.29952 21.13278 -5.38802 -0.020
C 14.99394 21.12280 -4.04109 -1.281
C 14.28804 18.68671 -5.99258 -0.264
C 15.51148 18.77282 -6.94203 -1.010
O 16.45128 19.75413 -6.57760 -0.164
C 17.31111 19.96866 -7.67733 -0.918
H 10.67563 20.52253 -3.71841 0.663
H 10.68338 20.79393 -5.48181 0.311
H 11.69921 21.64816 -4.33757 -0.154
H 11.93533 18.70027 -5.09040 0.480
H 12.84519 19.40982 -3.78119 -0.032
H 13.60673 20.40787 -7.85544 0.478
H 12.24240 21.10051 -6.96956 0.414
H 12.23092 19.32220 -7.35853 0.260
H 13.52663 21.90650 -5.34390 -0.304
H 14.84633 21.34508 -6.30173 0.696
H 15.75936 20.37931 -3.82410 0.330
H 14.25928 21.14046 -3.23660 0.198
H 15.54620 22.06444 -3.92922 0.350
H 13.67169 17.84142 -6.27962 0.618
H 14.75214 18.51709 -5.01179 0.044
H 15.04475 18.83029 -7.93259 0.413
H 16.02100 17.80808 -6.89336 0.603
H 17.95937 20.83628 -7.57274 0.294
H 16.83471 20.21628 -8.64026 0.348
H 17.82607 19.03119 -7.90269 0.349
C 9.38359 24.50189 -6.83617 -0.036
O 9.72626 25.79139 -6.29515 -0.075
O 8.45626 24.66798 -7.77500 -0.921
C 10.71156 23.85845 -7.31584 0.691
F 11.40452 24.44411 -8.33872 -0.315
F 11.55546 23.77840 -6.22729 -0.006
F 10.51219 22.59062 -7.73855 -0.285
C 9.14796 26.13361 -5.07982 0.063
C 9.66459 27.50204 -4.60012 -1.270
H 8.93033 27.83163 -3.86072 0.468
H 10.61762 27.43467 -4.05740 0.137
H 9.82364 28.29610 -5.32966 0.295
H 9.19723 25.45880 -4.22093 -0.069
H 8.07121 26.31246 -5.19764 0.422
H 8.91735 23.86470 -6.06232 0.162
C 10.57927 22.63191 -1.17659 0.433
O 11.28011 23.37929 -0.12412 -0.253
O 9.58652 22.02878 -0.52489 -0.902
C 10.19340 23.51093 -2.38201 0.442
F 9.82554 24.77933 -2.02477 -0.219
F 11.24586 23.64863 -3.23081 0.168
F 9.18224 22.97970 -3.05717 -0.281
C 12.46843 24.09498 -0.48010 -0.277
C 13.50221 23.85877 0.61097 -0.325
H 14.50477 24.28081 0.45924 0.022
H 13.17103 24.25033 1.57854 0.295
H 13.69330 22.79582 0.78645 0.065
H 12.13098 25.13821 -0.48826 0.111
H 12.91618 23.83422 -1.44157 -0.156
H 11.28713 21.85171 -1.53013 -0.298
C 15.27735 18.05145 -1.37412 -0.024
O 15.62509 16.78004 -0.81458 -0.326
O 15.01712 17.85030 -2.65158 -0.836
C 14.16435 18.80154 -0.58312 0.774
F 13.62473 18.10403 0.45294 -0.341
F 14.62355 19.98740 -0.04780 -0.217
F 13.12368 19.11331 -1.39152 -0.227
C 16.33731 16.78195 0.38857 0.637
C 16.41260 15.34331 0.94341 -1.372
H 16.59985 15.35351 2.01625 0.376
H 15.48076 14.84565 0.67412 0.323
H 17.19180 14.78333 0.43000 0.341
H 15.96610 17.48703 1.13479 -0.449
H 17.38777 17.00275 0.13827 0.219
H 16.18706 18.68785 -1.26850 0.045
```

Results
- Net charge: +2
- E_HOMO: -8.515 eV
- Calculated total energy: -4134.367742 Ha